Density functional theory data (the ωB97M-V functional and the def2-TZVPD basis) for a single C3H13N4P molecule.

XYZ file:
```
21
Properties=species:S:1:pos:R:3:forces:R:3:mulliken_charge:R:1
C 0.920974 -0.259467 -2.147643 -1.23 -1.46 -2.16 -0.78
N 0.786006 -0.869916 -0.862578 0.25 0.97 1.23 -0.37
P -0.037798 -0.368590 0.361348 1.35 2.67 -1.37 0.47
N 0.349329 -1.407793 1.539824 1.34 0.82 3.07 -0.66
N 0.324392 1.366325 1.170026 0.51 -1.61 -2.47 -0.56
C 1.777347 1.510668 1.481557 1.17 0.30 0.49 -0.70
N -1.668628 -0.100402 0.299781 -0.46 1.09 -0.12 -0.25
C -2.608940 -0.914095 -0.498941 0.42 -0.25 -2.06 -0.80
H 1.492015 0.671449 -2.372563 0.09 -0.67 0.86 0.24
H -0.080608 -0.088115 -2.576773 -0.05 0.47 -0.01 0.24
H 1.238140 -1.097892 -2.841157 0.38 1.16 0.54 0.30
H 1.390712 -1.470377 1.461893 -1.12 -0.57 -0.03 0.34
H 0.223913 -0.825220 2.423310 -0.16 -1.34 -0.98 0.35
H 0.113299 2.101287 0.451000 0.08 -0.86 0.80 0.27
H 2.587548 1.711332 0.668981 -1.88 -0.09 0.72 0.21
H 1.835430 2.376012 2.235492 0.30 -1.50 -0.89 0.28
H 2.172656 0.535133 1.900291 -0.58 1.25 0.12 0.24
H -1.664821 0.934004 0.137037 -1.04 -1.32 0.25 0.30
H -3.519068 -1.337763 -0.041632 1.04 -0.17 0.86 0.30
H -3.110809 -0.294176 -1.253294 0.52 0.27 -0.06 0.31
H -2.031378 -1.684710 -1.125483 -0.91 0.84 1.21 0.27
```
Positions in Å, forces in eV/Å.

## Properties
E_tot: -682.4346 Ha
SMILES: CN=P(N)(NC)NC
LUMO: 0.8 eV
Orbital gap: 9.1087 eV
Total charge: 0
E_HOMO: -8.29 eV
Relative energy (zero: lowest compared OMol25 entry of this formula, charge and spin): 14.50 kcal per mole